# 1
The following is a quantum chemistry calculation of C19H42N5O4PdSSi3 as an isolated structure, from OMol25.

Each line ends with the Löwdin spin population.
Geometry (Å):
Pd1 -0.048 -0.017 -0.174  1.101
N1 -1.289 0.572 1.883  0.059
N2 -2.680 0.508 1.744  0.005
C1 -3.259 0.129 0.568  0.001
N3 -4.586 0.101 0.541  0.000
N4 -2.414 -0.157 -0.408  0.007
N5 -2.878 -0.678 -1.596  0.000
O1 -2.004 -1.005 -2.364  0.000
O2 -4.072 -0.869 -1.782  0.001
H1 -1.011 0.056 2.712  0.000
H2 -0.979 1.537 1.975  0.002
H3 -3.256 0.932 2.458  0.002
H4 -5.129 0.298 1.364  0.000
H5 -5.024 -0.209 -0.316  0.000
C2 1.170 -0.753 -3.367  0.010
O3 1.162 0.003 -2.160  0.071
Si1 2.497 0.720 -1.429  0.041
C3 3.380 1.774 -2.693  0.007
C4 3.669 -0.620 -0.860  0.001
C5 1.568 1.612 -0.077  0.342
Si2 2.383 1.725 1.608  0.045
C6 4.186 2.224 1.432  0.013
C7 1.588 3.012 2.726  -0.001
C8 2.348 0.100 2.565  0.009
Si3 0.534 3.056 -0.732  0.064
C9 1.729 4.470 -1.080  0.034
C10 -0.736 3.817 0.445  0.001
C11 -0.424 2.601 -2.294  0.010
H6 1.813 -0.262 -4.100  0.003
H7 0.151 -0.786 -3.749  0.000
H8 1.520 -1.766 -3.176  0.000
H9 4.003 1.144 -3.332  0.001
H10 4.036 2.507 -2.225  0.001
H11 2.677 2.309 -3.332  0.000
H12 3.760 -1.360 -1.658  0.000
H13 3.329 -1.147 0.029  0.000
H14 4.665 -0.224 -0.666  0.000
H15 4.301 3.065 0.748  0.000
H16 4.809 1.410 1.069  0.000
H17 4.584 2.536 2.399  0.002
H18 1.648 4.014 2.300  0.000
H19 2.137 3.028 3.669  0.000
H20 0.541 2.817 2.963  0.000
H21 3.025 -0.625 2.118  0.000
H22 1.356 -0.354 2.613  0.000
H23 2.689 0.274 3.587  0.001
H24 2.477 4.542 -0.289  0.000
H25 1.184 5.415 -1.103  0.005
H26 2.254 4.363 -2.026  0.000
H27 -0.260 4.349 1.266  0.000
H28 -1.499 3.163 0.870  0.000
H29 -1.278 4.556 -0.147  0.000
H30 0.200 2.738 -3.179  0.001
H31 -1.291 3.254 -2.400  0.000
H32 -0.775 1.567 -2.329  0.002
C12 -5.050 -4.931 0.323  0.001
C13 -3.682 -4.318 0.278  0.005
C14 -2.866 -4.468 -0.836  0.000
C15 -1.606 -3.885 -0.890  0.006
C16 -1.171 -3.141 0.191  0.010
C17 -1.963 -2.974 1.320  0.005
C18 -3.209 -3.569 1.359  -0.001
S1 0.421 -2.355 0.070  0.073
C19 1.226 -3.095 1.491  0.018
O4 1.107 -2.868 -1.121  0.035
H33 -5.167 -5.689 -0.448  0.000
H34 -5.815 -4.170 0.160  0.000
H35 -5.243 -5.392 1.291  0.000
H36 -3.218 -5.047 -1.679  0.000
H37 -0.972 -3.987 -1.760  0.000
H38 -1.609 -2.393 2.163  0.000
H39 -3.828 -3.461 2.242  0.000
H40 1.138 -4.172 1.363  0.003
H41 0.752 -2.765 2.411  0.000
H42 2.267 -2.789 1.467  0.000

The expectation value of S² is 2.01. The energy relative to the best compared isomer or geometry (same formula, charge and spin) is 13.4 kcal/mol. Its molecular weight is 627.321 g mol⁻¹. As for the multiplicity: 3. The HOMO energy (spin up / spin down) is -10.6570 / -11.4836 eV. As for the total charge: +1. The HOMO-LUMO gap (spin up / spin down) comes out at 8.022 / 7.087 eV.



# 2
The following is a quantum chemistry calculation of a 3-piece molecular cluster, C19H42NO10P2S overall, from OMol25.

Each line ends with the Löwdin charge.
Geometry (Å):
C1 1.916 0.714 3.374  0.060
C2 2.058 2.021 3.118  -0.208
C3 2.526 2.451 1.757  -0.270
S1 1.375 3.548 0.804  1.239
C4 -0.163 2.669 0.482  -0.291
C5 -1.036 2.311 1.698  -0.182
C6 -1.665 3.525 2.430  -0.253
O1 -2.813 3.084 3.127  -0.043
O2 1.046 4.858 1.809  -0.220
C7 2.137 5.244 2.424  -0.383
N1 3.013 5.384 3.171  0.239
H1 2.345 0.303 4.283  0.088
H2 1.427 0.046 2.667  0.078
H3 1.869 2.742 3.908  0.112
H4 2.646 1.573 1.106  0.110
H5 3.506 2.931 1.776  0.111
H6 -0.781 3.236 -0.217  0.114
H7 0.149 1.739 -0.011  0.094
H8 -0.557 1.619 2.388  0.101
H9 -1.894 1.758 1.293  0.127
H10 -1.965 4.264 1.677  0.129
H11 -0.966 3.938 3.161  0.114
H12 -3.582 3.542 2.786  0.095
O3 -2.328 -1.590 0.836  -0.252
P1 -3.075 -2.558 1.702  0.577
O4 -2.704 -2.064 3.211  -0.199
C8 -3.261 -0.839 3.675  -0.293
C9 -4.734 -0.949 4.025  -0.072
O5 -2.074 -3.855 1.604  -0.208
C10 -1.153 -3.930 0.519  -0.300
C11 0.197 -3.405 0.966  -0.074
O6 -4.306 -3.534 2.202  -0.187
C12 -5.266 -3.981 1.212  -0.257
C13 -4.660 -4.941 0.205  -0.073
H13 -3.091 -0.065 2.919  0.091
H14 -2.698 -0.559 4.565  0.120
H15 -5.338 -1.129 3.131  0.068
H16 -5.088 -0.030 4.493  0.080
H17 -4.907 -1.783 4.704  0.087
H18 -1.524 -3.385 -0.350  0.093
H19 -1.068 -4.977 0.219  0.122
H20 0.107 -2.438 1.462  0.061
H21 0.876 -3.301 0.117  0.069
H22 0.650 -4.087 1.686  0.081
H23 -5.697 -3.113 0.707  0.114
H24 -6.067 -4.476 1.758  0.122
H25 -3.950 -4.427 -0.449  0.070
H26 -5.439 -5.374 -0.422  0.085
H27 -4.119 -5.739 0.710  0.089
O7 3.455 0.739 -1.965  -0.239
P2 2.635 0.532 -3.200  0.568
O8 1.749 -0.799 -2.859  -0.188
C14 0.701 -0.692 -1.905  -0.287
C15 -0.503 0.056 -2.455  -0.074
O9 3.749 -0.132 -4.197  -0.211
C16 5.151 0.034 -3.961  -0.295
C17 5.722 -1.163 -3.229  -0.070
O10 1.708 0.924 -4.512  -0.193
C18 1.810 2.270 -5.037  -0.263
C19 3.161 2.549 -5.670  -0.072
H28 1.076 -0.211 -0.992  0.090
H29 0.405 -1.707 -1.645  0.109
H30 -0.265 1.111 -2.629  0.060
H31 -1.340 0.005 -1.755  0.074
H32 -0.813 -0.363 -3.411  0.091
H33 5.347 0.959 -3.418  0.099
H34 5.632 0.130 -4.936  0.119
H35 5.132 -1.416 -2.348  0.073
H36 6.750 -0.972 -2.918  0.080
H37 5.715 -2.041 -3.876  0.080
H38 1.602 2.988 -4.239  0.108
H39 1.025 2.371 -5.785  0.122
H40 3.948 2.589 -4.912  0.070
H41 3.147 3.507 -6.190  0.086
H42 3.427 1.762 -6.374  0.091

Its molecular weight is 538.557 g mol⁻¹. The HOMO energy is -12.3172 eV. As for the total charge: +1. The HOMO-LUMO gap comes out at 7.792 eV.



# 3
The following is a quantum chemistry calculation of a 3-piece molecular cluster, C19H42NO11P overall, from OMol25.

Each line ends with the Löwdin charge.
Geometry (Å):
N1 -1.932 -2.374 -6.655  -0.062
C1 -1.020 -3.181 -5.758  -0.277
C2 -0.317 -2.339 -4.540  -0.208
C3 -0.300 -0.712 -4.735  -0.141
C4 0.843 0.070 -3.831  -0.242
C5 1.258 -0.531 -2.362  -0.117
C6 0.531 0.425 -1.213  -0.204
P1 -0.063 -0.558 0.312  0.776
O1 -0.356 -2.066 -0.063  -0.365
O2 1.180 -0.514 1.557  -0.224
O3 -1.571 0.157 0.907  -0.205
C7 -0.582 1.109 -2.230  -0.199
O4 -1.905 1.329 -2.044  0.001
O5 0.224 1.385 -3.461  -0.082
H1 -1.448 -1.579 -7.126  0.058
H2 -2.822 -2.091 -6.189  0.075
H3 -1.710 -4.003 -5.236  0.125
H4 -0.216 -3.744 -6.400  0.114
H5 0.794 -2.765 -4.443  0.115
H6 -0.847 -2.612 -3.508  0.122
H7 -0.030 -0.465 -5.871  0.122
H8 -1.394 -0.303 -4.495  0.136
H9 1.888 0.118 -4.403  0.171
H10 2.401 -0.230 -2.201  0.130
H11 1.302 -1.687 -2.190  0.123
H12 1.223 1.291 -0.790  0.148
H13 0.798 -0.166 2.431  0.101
H14 -1.298 1.079 1.220  0.068
C8 -2.883 3.850 0.339  -0.096
O6 -2.075 5.013 0.409  -0.200
C9 -0.780 4.737 0.946  -0.195
C10 0.177 5.895 0.651  -0.168
O7 0.732 5.833 -0.669  -0.143
C11 -0.157 6.208 -1.730  -0.169
C12 -0.373 7.721 -1.814  -0.193
O8 -1.363 8.134 -0.869  -0.208
C13 -1.353 9.539 -0.664  -0.108
H15 -3.009 3.409 1.332  0.085
H16 -3.864 4.135 -0.049  0.095
H17 -2.438 3.122 -0.347  0.062
H18 -0.382 3.811 0.514  0.114
H19 -0.887 4.618 2.029  0.123
H20 1.032 5.807 1.328  0.125
H21 -0.283 6.867 0.841  0.121
H22 -1.099 5.659 -1.668  0.121
H23 0.342 5.885 -2.651  0.126
H24 -0.738 7.983 -2.813  0.124
H25 0.572 8.241 -1.621  0.127
H26 -0.397 9.852 -0.235  0.086
H27 -2.149 9.788 0.043  0.089
H28 -1.537 10.067 -1.603  0.085
C14 0.162 -4.465 1.061  -0.122
O9 0.974 -4.749 2.189  -0.203
C15 1.472 -3.559 2.805  -0.200
C16 2.002 -3.869 4.207  -0.169
O10 0.963 -3.922 5.194  -0.143
C17 0.149 -5.101 5.168  -0.170
C18 0.862 -6.326 5.748  -0.195
O11 1.711 -6.918 4.763  -0.207
C19 2.641 -7.826 5.335  -0.110
H29 0.727 -3.900 0.313  0.065
H30 -0.159 -5.413 0.621  0.089
H31 -0.728 -3.907 1.367  0.078
H32 0.677 -2.806 2.869  0.113
H33 2.287 -3.178 2.182  0.122
H34 2.649 -3.040 4.514  0.122
H35 2.612 -4.774 4.226  0.119
H36 -0.244 -5.288 4.166  0.121
H37 -0.709 -4.873 5.810  0.124
H38 0.119 -7.076 6.041  0.123
H39 1.449 -6.031 6.624  0.126
H40 3.314 -7.299 6.017  0.085
H41 3.235 -8.263 4.529  0.088
H42 2.120 -8.630 5.864  0.084

Its molecular weight is 491.515 g mol⁻¹. The HOMO energy is -8.9215 eV. Its SMILES is NCCC[C@@H]1C[C@H](P(=O)(O)O)C(=O)O1.COCCOCCOC.COCCOCCOC. The HOMO-LUMO gap comes out at 8.736 eV.



Question: Which value of molecular weight does entry 3 give?
Answer: 491.515 g mol⁻¹



Question: Which of these has the lowest molecular weight?
Answer: C19H42NO11P